# 1
{
  "formula": "C32H30O5S",
  "method": "ωB97M-V with the def2-TZVPD basis set",
  "lumo_energy_ev": -2.62,
  "charge": 0,
  "species": ["C", "C", "C", "C", "C", "C", "C", "C", "C", "C", "C", "C", "C", "C", "C", "C", "C", "C", "C", "C", "C", "H", "H", "H", "H", "H", "H", "H", "H", "H", "H", "H", "H", "H", "H", "H", "H", "H", "C", "C", "O", "C", "C", "O", "C", "S", "C", "C", "C", "C", "C", "C", "O", "O", "O", "H", "H", "H", "H", "H", "H", "H", "H", "H", "H", "H", "H", "H"],
  "coordinates": [[3.99211, -2.96403, 2.10320], [2.79399, -3.25108, 2.77198], [1.77704, -2.29975, 2.84136], [1.92996, -1.02312, 2.24558], [0.83684, -0.04776, 2.26749], [-0.49662, -0.50329, 2.42332], [-1.56477, 0.24362, 2.87563], [-2.94296, -0.11210, 2.60713], [-3.95813, 0.88187, 2.54220], [-5.28794, 0.52707, 2.34025], [-5.63522, -0.81668, 2.13580], [-4.63505, -1.79756, 2.11961], [-3.30172, -1.45176, 2.33148], [1.13551, 1.38028, 2.19089], [0.29011, 2.27538, 1.49971], [0.62778, 3.62057, 1.37654], [1.76143, 4.12577, 2.02861], [2.58101, 3.26387, 2.76813], [2.29563, 1.90239, 2.81781], [3.15788, -0.74962, 1.58997], [4.16188, -1.71055, 1.49752], [4.78611, -3.71093, 2.04769], [2.65234, -4.22455, 3.24480], [0.84803, -2.53023, 3.36790], [-0.67472, -1.55374, 2.18864], [-1.37610, 1.20840, 3.34846], [-3.67692, 1.92760, 2.70479], [-6.06062, 1.29792, 2.32912], [-6.66759, -1.09293, 1.91878], [-4.88089, -2.83992, 1.92779], [-2.52366, -2.21668, 2.34741], [-0.61650, 1.87912, 1.03464], [-0.00708, 4.27230, 0.77804], [2.01060, 5.18502, 1.94246], [3.45644, 3.64644, 3.29525], [2.96696, 1.22541, 3.35524], [3.30470, 0.22374, 1.11815], [5.08376, -1.47903, 0.96144], [2.94624, 0.41187, 7.65312], [1.95180, 0.31022, 6.52811], [0.65007, 0.27995, 7.21263], [-0.43231, 0.29736, 6.37680], [-1.63432, -0.24837, 7.01828], [-2.83817, -0.25612, 6.47725], [-3.32129, 0.88998, 5.70512], [-1.46180, -0.61060, 8.84765], [-3.08668, -1.23120, 9.34790], [-3.83355, -0.59294, 10.34509], [-5.13474, -1.03908, 10.60583], [-5.64256, -2.16544, 9.95724], [-4.85453, -2.82552, 9.01087], [-3.56363, -2.37903, 8.72692], [-0.52298, -1.70831, 9.00733], [-1.29639, 0.65648, 9.53404], [-0.36517, 0.70449, 5.20936], [3.96534, 0.31841, 7.27226], [2.85522, 1.37820, 8.16184], [2.76617, -0.38705, 8.38032], [2.00734, 1.16265, 5.83764], [2.06102, -0.62656, 5.96270], [-4.31611, 0.58704, 5.38189], [-3.34643, 1.79520, 6.32935], [-2.65223, 1.03001, 4.85686], [-3.40531, 0.24668, 10.89109], [-5.74756, -0.49753, 11.32195], [-6.63620, -2.54145, 10.19858], [-5.23024, -3.69798, 8.48414], [-2.92143, -2.91624, 8.02970]],
  "forces_ev_per_a": [[-0.305, 0.282, -0.054], [0.077, 0.178, -0.059], [0.031, 0.185, -0.188], [0.506, -0.509, -0.333], [-0.701, -0.179, 1.133], [0.593, -0.146, 0.047], [0.038, 0.697, -1.095], [-0.621, -0.396, -0.297], [0.351, -0.358, 0.524], [0.104, -0.176, -0.201], [0.404, 0.089, -0.213], [0.206, 0.205, -0.057], [-0.285, 0.323, 0.359], [0.301, 0.565, 0.183], [0.149, -0.256, 0.070], [0.122, -0.043, 0.303], [-0.161, -0.274, -0.149], [-0.150, -0.137, -0.147], [-0.137, -0.007, -0.139], [-0.235, -0.068, -0.045], [-0.167, -0.105, 0.311], [-0.267, 0.216, 0.018], [0.052, 0.315, -0.124], [0.368, 0.053, -0.080], [0.074, 0.316, -0.121], [0.035, -0.209, -0.431], [-0.152, -0.365, -0.024], [0.248, -0.229, -0.029], [0.257, 0.089, 0.224], [-0.053, 0.225, 0.059], [-0.415, 0.131, -0.002], [0.382, 0.195, -0.001], [0.166, -0.083, 0.201], [-0.079, -0.326, 0.064], [-0.267, -0.079, -0.185], [-0.354, 0.289, -0.114], [-0.076, -0.335, 0.081], [-0.279, -0.070, 0.177], [0.264, 0.014, 0.142], [-0.967, 0.006, 0.620], [0.572, 0.368, -1.177], [-1.756, -1.148, 1.342], [3.404, 0.521, 0.904], [-1.898, 0.285, -0.901], [0.545, -0.563, 0.760], [-0.401, 0.223, -1.426], [0.087, -0.016, 0.103], [-0.107, 0.003, -0.531], [0.329, -0.133, 0.074], [0.295, 0.120, -0.213], [0.213, -0.033, 0.130], [-0.273, 0.070, -0.042], [-0.386, 0.683, 0.213], [0.233, -0.499, 0.316], [0.433, -0.055, -0.038], [0.017, 0.002, 0.011], [-0.023, -0.211, -0.065], [0.052, 0.166, -0.116], [-0.145, -0.238, 0.186], [-0.029, 0.179, 0.039], [0.063, 0.165, 0.030], [0.015, -0.242, -0.102], [-0.243, 0.162, 0.317], [-0.132, -0.083, -0.315], [0.133, -0.180, 0.003], [0.185, 0.176, -0.132], [-0.012, 0.058, 0.175], [-0.226, 0.198, 0.028]],
  "lowdin_charge": [-0.07, -0.07, -0.01, -0.16, -0.06, -0.02, -0.01, -0.21, -0.04, -0.08, -0.07, -0.07, -0.01, -0.17, -0.02, -0.07, -0.06, -0.06, -0.03, -0.02, -0.07, 0.11, 0.11, 0.12, 0.11, 0.11, 0.12, 0.11, 0.11, 0.11, 0.11, 0.12, 0.11, 0.11, 0.11, 0.12, 0.12, 0.11, -0.07, -0.21, -0.07, -0.47, -0.26, -0.13, -0.02, 0.76, -0.27, -0.05, -0.08, -0.09, -0.08, -0.07, -0.33, -0.33, 0.01, 0.07, 0.08, 0.09, 0.11, 0.12, 0.09, 0.11, 0.04, 0.11, 0.10, 0.10, 0.10, 0.12]
}

=====

# 2
{
  "formula": "CH6N4O",
  "method": "ωB97M-V with the def2-TZVPD basis set",
  "lumo_energy_ev": -8.48,
  "e_above_lowest_kcal_mol": 19.27,
  "charge": 2,
  "species": ["C", "N", "N", "N", "N", "O", "H", "H", "H", "H", "H", "H"],
  "coordinates": [[5.46361, -1.95635, -0.00380], [-7.32895, 2.23934, 1.40548], [6.27397, -1.09664, -0.59549], [-7.99188, 1.71711, 0.55342], [5.17489, -0.36355, -0.99474], [4.36993, -1.36794, -0.46828], [5.55300, -2.80107, 0.65678], [-7.17480, 1.73935, 2.29745], [7.26034, -0.85857, -0.59860], [-8.44593, 0.77842, 0.59370], [-8.11894, 2.25574, -0.32688], [4.96475, -0.28584, -2.51906]],
  "forces_ev_per_a": [[0.435, 0.678, -0.764], [0.976, 1.188, 0.863], [-0.080, -1.376, 0.503], [-0.862, -0.818, -1.100], [-0.586, 2.351, -5.278], [-0.410, -1.160, 0.496], [-0.008, -0.068, 0.177], [-0.415, -0.469, -0.346], [-0.038, 0.110, 0.006], [0.232, 0.364, 0.229], [0.003, -0.251, 0.362], [0.753, -0.550, 4.851]],
  "lowdin_charge": [0.01, 0.26, 0.12, 0.18, 0.04, 0.07, 0.18, 0.16, 0.20, 0.20, 0.20, 0.40]
}

=====

# 3
{
  "formula": "C28H24F2N4S6Zr",
  "method": "ωB97M-V with the def2-TZVPD basis set",
  "lumo_energy_ev": [-1.48, -1.48],
  "e_above_lowest_kcal_mol": 56.84,
  "charge": 0,
  "species": ["Zr", "S", "C", "C", "C", "C", "C", "C", "S", "C", "C", "C", "C", "C", "C", "C", "S", "C", "C", "C", "C", "C", "C", "S", "N", "H", "H", "H", "H", "H", "H", "H", "H", "H", "H", "H", "H", "H", "H", "H", "C", "S", "C", "S", "N", "N", "C", "C", "C", "C", "C", "C", "N", "H", "H", "H", "H", "H", "H", "H", "H", "F", "C", "F", "H"],
  "coordinates": [[0.68792, -0.18498, 0.25650], [0.99460, 1.59181, 2.11533], [1.47522, 3.18118, 1.59513], [1.37327, 4.25152, 2.49757], [1.82611, 5.48891, 2.12327], [2.41645, 5.69533, 0.84357], [2.47914, 4.65267, -0.08481], [1.99873, 3.40540, 0.28832], [2.01892, 1.97505, -0.82605], [0.76875, 2.59052, -2.01131], [0.20830, 1.36956, -2.69952], [-0.50081, 1.47336, -3.89309], [-0.62063, 0.37227, -4.71898], [-0.12213, -0.84876, -4.27840], [0.23063, -0.97653, -2.96224], [0.63606, -2.33466, -2.48510], [-0.14421, -2.60401, -0.87090], [1.06530, -3.69631, -0.17925], [0.72761, -5.03897, -0.06698], [1.69382, -5.98360, 0.28607], [2.90818, -5.53630, 0.80014], [3.18563, -4.17045, 0.88749], [2.30542, -3.26175, 0.24344], [2.87852, -1.53030, 0.16237], [0.38709, 0.10911, -2.16565], [0.92541, 4.03540, 3.47458], [1.67029, 6.34454, 2.76704], [2.76022, 6.64854, 0.58627], [2.92382, 4.86396, -1.05663], [1.32538, 3.24223, -2.69494], [-0.04267, 3.13803, -1.43549], [-0.81912, 2.46745, -4.24823], [-1.12934, 0.49765, -5.69348], [-0.11794, -1.69301, -4.98255], [1.73045, -2.38572, -2.41495], [0.24783, -3.10383, -3.12185], [-0.31032, -5.31347, -0.25998], [1.49272, -7.04320, 0.18016], [3.66921, -6.20713, 1.17571], [4.11170, -3.76657, 1.30634], [-5.93490, 0.44068, -1.80189], [-4.79596, 0.67107, -0.45675], [-3.32119, -0.15147, -1.01089], [-3.31331, -1.27650, -2.23922], [-2.25960, 0.37526, -0.31989], [-1.50395, -0.47908, 0.49225], [-1.77800, -0.60698, 1.81878], [-0.81621, -1.20276, 2.68500], [-1.05983, -1.24350, 4.07332], [-0.09584, -1.67422, 4.97705], [1.14121, -2.08250, 4.42376], [1.37163, -1.88420, 3.06130], [0.41903, -1.45044, 2.17871], [-6.99012, 0.32674, -1.38391], [-5.90099, 1.35346, -2.40978], [-5.68507, -0.41207, -2.48264], [-2.66184, -0.06594, 2.24643], [-2.05893, -0.89351, 4.40844], [-0.29586, -1.75565, 6.03680], [1.95175, -2.49832, 5.05243], [2.33829, -2.03671, 2.59387], [-2.12263, 3.07860, 1.01015], [-1.72128, 3.66342, -0.14076], [-2.56834, 3.34665, -1.21320], [-1.65362, 4.74305, -0.03828]],
  "forces_ev_per_a": [[0.542, 1.235, -1.243], [-0.291, -1.169, 0.118], [0.505, 0.377, -1.243], [-0.146, -1.024, -0.038], [0.449, 0.719, -1.352], [-1.195, -1.723, 1.126], [0.190, 0.452, 0.484], [-0.398, -0.898, 1.019], [-0.373, 0.920, 0.508], [0.002, -1.078, -0.092], [-0.201, -0.791, 0.080], [0.366, 0.872, -0.591], [-0.493, 0.438, -0.163], [-0.752, -0.188, -1.177], [0.446, 0.430, -0.582], [-0.031, 0.516, 0.624], [0.606, 0.019, 0.427], [-0.259, -0.376, 0.119], [0.016, -0.489, -0.195], [-0.213, 0.321, 0.229], [0.307, 0.624, 0.248], [-0.582, 0.262, -1.237], [1.473, 0.991, 1.171], [-0.820, -0.644, -0.339], [0.450, 0.611, 0.434], [0.197, 0.316, -0.407], [0.210, -0.033, 0.119], [0.466, 1.263, -0.376], [-0.166, -0.317, 0.125], [-0.473, -0.208, -0.132], [-0.121, -0.104, 0.518], [0.202, -0.588, 0.314], [0.540, -0.262, 0.625], [-0.054, 0.258, 0.669], [-0.271, -0.093, 0.236], [-0.025, -0.276, -0.553], [0.380, -0.176, -0.286], [-0.093, 0.087, 0.247], [-0.159, -0.279, -0.068], [-0.291, -0.355, -0.140], [-1.585, -0.153, -0.670], [0.875, -0.270, -0.257], [0.094, 0.650, 0.184], [0.417, -0.214, 0.419], [-0.117, -1.659, 1.606], [-0.556, 1.185, 2.624], [-1.529, 1.442, -3.627], [1.210, 0.277, 1.310], [-0.949, 0.114, 0.125], [0.514, -0.554, -1.449], [0.000, 0.240, 0.113], [-0.699, 0.123, -0.400], [0.023, -0.256, 1.521], [1.402, 0.065, -0.544], [-0.178, -0.171, 0.087], [-0.136, 0.556, 0.969], [0.628, -0.851, -0.588], [0.842, -0.374, -0.165], [0.009, 0.133, -0.044], [-0.616, 0.423, -0.498], [-0.062, -0.085, 0.284], [-1.158, -0.089, 0.731], [3.161, -0.706, -1.713], [-0.685, 0.179, 0.514], [-0.846, 0.356, 0.240]],
  "lowdin_charge": [1.10, 0.59, -0.67, -0.12, -0.07, -0.07, -0.09, -0.50, 0.88, -0.36, -0.30, -0.01, -0.04, -0.05, -0.37, -0.35, 0.94, -0.56, -0.09, -0.07, -0.08, -0.11, -0.63, 0.55, 0.00, 0.11, 0.10, 0.08, 0.11, 0.09, 0.05, 0.14, 0.13, 0.13, 0.10, 0.08, 0.11, 0.10, 0.10, 0.10, -0.47, 0.83, -1.18, 0.57, -0.12, -0.22, -0.06, -0.31, 0.00, -0.02, -0.02, -0.11, -0.07, 0.05, 0.03, -0.01, 0.16, 0.13, 0.11, 0.12, 0.06, -0.10, -0.32, -0.13, 0.04]
}

=====

# 4
{
  "formula": "CH3Cl2OPS",
  "method": "ωB97M-V with the def2-TZVPD basis set",
  "lumo_energy_ev": [-1.39, -1.53],
  "e_above_lowest_kcal_mol": 121.04,
  "charge": 0,
  "species": ["C", "O", "P", "S", "Cl", "Cl", "H", "H", "H"],
  "coordinates": [[-1.49153, 0.53823, -0.23988], [2.83088, -1.16402, 0.71268], [-0.65505, -1.15838, -0.30589], [2.02058, -0.01338, 0.48818], [-1.11231, 1.56823, 1.24080], [2.51288, 0.55014, -1.44166], [-2.55405, 0.21174, -0.22147], [-1.24704, 1.03096, -1.16567], [-0.30436, -1.56351, 0.93291]],
  "forces_ev_per_a": [[-0.112, -1.597, 1.802], [1.060, -1.709, 0.923], [0.713, 0.994, -2.108], [-1.418, 1.057, -1.288], [-0.343, -0.549, -1.179], [-0.179, 0.388, -0.015], [0.444, 0.883, 0.075], [0.068, 0.433, -0.072], [-0.232, 0.100, 1.861]],
  "lowdin_charge": [-0.87, -0.61, 0.74, 0.41, 0.40, 0.11, 0.02, 0.01, -0.20]
}

=====

Number 1: strongest force on any atom 0.0692 Eh/bohr. Number 2: strongest force on any atom 0.1129 Eh/bohr. Number 3: strongest force on any atom 0.0815 Eh/bohr. Number 4: strongest force on any atom 0.0474 Eh/bohr.